No. 1
The following is a DFT calculation (ωB97M-V/def2-TZVPD) of a 14-piece molecular cluster, C68H178N14O20 overall in a non-equilibrium geometry.

Positions of all 280 atoms, in Å:
C  -1.85  1.74  -2.84
O  -1.64  2.62  -1.70
C  -1.65  3.99  -2.05
C  -1.06  4.81  -0.87
N  -1.76  4.49  0.35
C  -1.36  5.22  1.56
C  0.02  4.71  2.13
O  -0.07  3.40  2.75
C  1.14  3.05  3.40
H  -2.62  1.94  -3.58
H  -1.96  0.72  -2.49
H  -0.93  1.76  -3.43
H  -2.64  4.36  -2.32
H  -1.02  4.25  -2.91
H  -1.14  5.87  -1.13
H  -0.01  4.57  -0.70
H  -1.78  3.49  0.50
H  -2.14  5.01  2.29
H  -1.39  6.29  1.38
H  0.46  5.34  2.90
H  0.76  4.75  1.33
H  1.14  1.98  3.61
H  1.27  3.59  4.34
H  2.09  3.21  2.89
C  -3.50  -5.88  -7.07
O  -2.88  -5.59  -5.82
C  -1.73  -4.71  -5.96
C  -1.21  -4.56  -4.54
N  -2.23  -3.80  -3.73
C  -1.78  -3.69  -2.37
C  -2.90  -3.03  -1.52
O  -4.12  -3.67  -1.71
C  -5.26  -2.93  -1.30
H  -4.20  -6.70  -6.98
H  -2.76  -6.18  -7.82
H  -4.06  -5.04  -7.47
H  -1.87  -3.74  -6.44
H  -0.99  -5.18  -6.61
H  -0.30  -3.95  -4.53
H  -1.02  -5.53  -4.09
H  -3.13  -4.26  -3.76
H  -0.89  -3.07  -2.34
H  -1.52  -4.64  -1.91
H  -2.96  -1.95  -1.67
H  -2.69  -3.18  -0.46
H  -5.36  -2.03  -1.90
H  -5.16  -2.77  -0.23
H  -6.22  -3.43  -1.44
C  -4.86  -2.26  4.19
O  -3.61  -2.72  3.57
C  -3.89  -3.73  2.62
C  -2.60  -4.22  2.01
N  -1.84  -4.94  3.05
C  -0.41  -5.04  2.73
C  0.35  -3.72  2.81
O  0.70  -3.35  4.16
C  1.56  -2.15  4.20
H  -5.61  -1.99  3.44
H  -4.59  -1.37  4.74
H  -5.33  -3.02  4.82
H  -4.56  -3.27  1.90
H  -4.39  -4.58  3.07
H  -2.02  -3.34  1.72
H  -2.76  -4.85  1.14
H  -1.90  -4.34  3.86
H  -0.30  -5.33  1.69
H  0.10  -5.80  3.32
H  -0.02  -2.95  2.14
H  1.34  -3.86  2.37
H  2.50  -2.40  3.70
H  1.97  -1.99  5.20
H  1.08  -1.25  3.81
C  1.29  -7.32  -5.41
O  1.58  -5.91  -5.24
C  2.73  -5.69  -4.37
C  2.67  -4.25  -3.85
N  2.72  -3.29  -4.95
C  2.74  -1.87  -4.55
C  2.34  -0.92  -5.65
O  1.03  -1.12  -6.18
C  -0.10  -0.89  -5.32
H  2.11  -7.90  -5.84
H  0.40  -7.34  -6.05
H  1.00  -7.76  -4.46
H  3.64  -5.99  -4.89
H  2.71  -6.36  -3.52
H  3.54  -4.19  -3.19
H  1.80  -4.18  -3.19
H  1.98  -3.35  -5.63
H  3.73  -1.61  -4.18
H  1.98  -1.69  -3.79
H  3.05  -0.97  -6.47
H  2.40  0.09  -5.23
H  -1.00  -1.24  -5.82
H  -0.28  0.14  -5.03
H  0.03  -1.53  -4.45
C  -2.86  7.40  7.18
O  -3.34  6.55  6.12
C  -3.49  5.20  6.56
C  -2.13  4.50  6.77
N  -2.09  3.11  6.61
C  -2.03  2.74  5.18
C  -2.23  1.20  4.89
O  -1.23  0.40  5.46
C  -1.43  -0.98  5.13
H  -3.35  7.26  8.15
H  -2.84  8.45  6.91
H  -1.81  7.22  7.45
H  -3.97  4.69  5.72
H  -4.12  5.17  7.44
H  -1.77  4.78  7.77
H  -1.37  5.00  6.16
H  -1.32  2.69  7.12
H  -1.05  3.04  4.82
H  -2.71  3.31  4.55
H  -2.25  1.17  3.80
H  -3.22  0.94  5.28
H  -0.59  -1.43  5.67
H  -1.26  -1.25  4.08
H  -2.37  -1.37  5.50
C  4.07  7.70  6.86
O  4.04  6.87  5.70
C  4.21  7.54  4.44
C  4.07  6.50  3.40
N  5.24  5.63  3.22
C  5.00  4.58  2.18
C  4.65  5.06  0.75
O  3.27  5.24  0.59
C  2.94  5.82  -0.63
H  4.71  8.58  6.80
H  4.33  7.14  7.76
H  3.05  8.01  7.07
H  5.17  8.06  4.38
H  3.37  8.24  4.46
H  3.86  7.06  2.49
H  3.15  5.95  3.58
H  5.72  5.35  4.06
H  4.18  3.97  2.56
H  5.84  3.88  2.19
H  5.01  4.30  0.06
H  5.28  5.94  0.62
H  3.03  5.16  -1.49
H  3.55  6.70  -0.80
H  1.90  6.17  -0.60
C  -4.70  -2.26  -5.15
C  -4.02  -0.87  -5.11
C  -4.87  0.40  -5.07
O  -5.59  0.71  -6.29
C  -6.12  2.00  -6.44
N  -3.18  -0.92  -3.92
H  -5.63  -2.19  -5.73
H  -5.07  -2.58  -4.17
H  -4.11  -3.07  -5.57
H  -3.36  -0.83  -5.97
H  -4.14  1.21  -5.04
H  -5.64  0.43  -4.29
H  -5.31  2.72  -6.48
H  -6.77  2.22  -5.59
H  -6.71  1.88  -7.35
H  -3.76  -1.00  -3.10
H  -2.67  -1.80  -3.97
C  4.48  -4.64  1.23
C  4.47  -6.10  0.74
C  3.40  -6.37  -0.29
O  2.06  -6.12  0.28
C  1.02  -6.60  -0.55
N  5.80  -6.50  0.35
H  3.48  -4.30  1.52
H  4.78  -3.98  0.42
H  5.12  -4.47  2.09
H  4.28  -6.72  1.61
H  3.52  -7.42  -0.57
H  3.62  -5.78  -1.19
H  1.00  -7.69  -0.46
H  0.97  -6.31  -1.60
H  0.05  -6.23  -0.21
H  5.92  -7.49  0.18
H  6.39  -6.46  1.17
C  7.63  -3.61  -0.86
C  6.78  -3.73  -2.09
C  7.58  -3.22  -3.37
O  7.71  -1.78  -3.47
C  6.53  -0.99  -3.72
N  6.41  -5.12  -2.29
H  7.04  -3.75  0.04
H  8.08  -2.61  -0.83
H  8.39  -4.39  -0.77
H  5.89  -3.13  -1.92
H  7.06  -3.59  -4.25
H  8.54  -3.72  -3.46
H  6.82  0.06  -3.76
H  5.76  -1.00  -2.94
H  6.10  -1.29  -4.68
H  7.19  -5.67  -2.60
H  6.33  -5.56  -1.39
C  4.96  -0.85  1.14
C  5.02  0.37  2.08
C  5.81  0.12  3.39
O  5.33  -1.00  4.15
C  6.18  -1.30  5.28
N  5.66  1.43  1.34
H  4.59  -0.64  0.14
H  4.25  -1.56  1.57
H  5.86  -1.46  1.07
H  4.02  0.71  2.34
H  5.73  0.99  4.04
H  6.87  -0.06  3.18
H  6.01  -2.30  5.68
H  5.85  -0.54  5.98
H  7.27  -1.19  5.18
H  6.53  1.09  0.97
H  5.03  1.57  0.56
C  -7.67  0.47  3.76
C  -6.70  1.12  4.71
C  -5.88  2.31  4.22
O  -5.10  2.04  3.05
C  -4.84  3.09  2.19
N  -7.52  1.47  5.86
H  -8.29  -0.29  4.22
H  -7.13  -0.05  2.97
H  -8.31  1.22  3.29
H  -6.05  0.29  5.00
H  -5.09  2.43  4.96
H  -6.51  3.19  4.12
H  -4.50  3.99  2.71
H  -5.73  3.37  1.62
H  -4.10  2.68  1.50
H  -8.19  2.20  5.65
H  -7.05  1.82  6.68
C  4.19  1.11  -2.26
C  3.39  2.32  -1.78
C  2.23  2.54  -2.74
O  2.60  3.08  -4.01
C  1.45  3.33  -4.81
N  3.09  2.09  -0.40
H  4.94  0.81  -1.53
H  4.66  1.38  -3.21
H  3.52  0.34  -2.65
H  4.03  3.19  -1.93
H  1.57  3.23  -2.21
H  1.58  1.67  -2.71
H  0.78  4.09  -4.42
H  0.84  2.45  -5.01
H  1.83  3.65  -5.78
H  2.16  1.69  -0.34
H  2.89  2.99  0.02
C  -1.48  0.00  0.72
C  -0.03  0.24  0.40
C  0.49  -0.52  -0.80
O  0.57  -1.91  -0.61
C  1.82  -2.26  -0.13
N  0.17  1.65  0.27
H  -1.68  0.50  1.66
H  -1.67  -1.02  1.03
H  -2.16  0.39  -0.03
H  0.48  -0.15  1.28
H  1.44  -0.12  -1.15
H  -0.17  -0.29  -1.64
H  2.57  -2.08  -0.90
H  1.77  -3.34  -0.05
H  2.16  -1.83  0.81
H  -0.47  2.04  -0.40
H  0.08  2.15  1.14
C  -6.86  3.32  -2.99
C  -5.92  3.59  -1.80
C  -4.78  2.54  -1.71
O  -5.25  1.16  -1.81
C  -5.79  0.70  -0.61
N  -5.29  4.93  -1.82
H  -7.77  3.92  -2.95
H  -7.15  2.27  -3.07
H  -6.29  3.57  -3.88
H  -6.55  3.52  -0.92
H  -4.05  2.64  -0.91
H  -4.32  2.68  -2.69
H  -5.06  0.76  0.19
H  -6.25  -0.27  -0.76
H  -6.62  1.37  -0.37
H  -5.11  5.23  -2.76
H  -4.36  4.89  -1.42

As for the orbital gap: 8.89 eV. The calculation puts the energy above the lowest of the compared OMol25 structures with the same formula, charge and spin at 45.19 kcal/mol.

=====

No. 2
The following is a DFT calculation (ωB97M-V/def2-TZVPD) of C68H55N4OP3PtS as an isolated structure in a non-equilibrium geometry.

Positions of all 133 atoms, in Å:
Pt  0.06  0.25  0.19
O  0.72  -2.83  -2.37
S  -0.09  -2.75  -1.14
C  -1.74  -3.24  -1.72
C  -1.76  -3.93  -2.92
C  -2.90  -4.53  -3.45
C  -4.08  -4.40  -2.73
C  -5.44  -4.96  -2.95
C  -6.30  -4.38  -1.82
C  -5.37  -3.58  -0.99
C  -5.55  -2.86  0.18
C  -4.46  -2.16  0.69
C  -3.18  -2.16  0.12
P  -2.01  -1.01  0.96
C  -1.86  -2.03  2.47
C  -2.21  -1.69  3.77
C  -2.10  -2.63  4.79
C  -1.61  -3.90  4.54
C  -1.23  -4.24  3.25
C  -1.36  -3.32  2.23
C  -3.14  0.41  1.12
C  -3.16  1.20  -0.03
C  -4.02  2.27  -0.14
C  -4.88  2.57  0.91
C  -4.87  1.80  2.06
C  -4.00  0.73  2.17
C  -2.94  -2.97  -1.02
C  -4.08  -3.62  -1.56
C  0.50  -4.26  -0.31
C  0.08  -5.48  -0.81
C  0.68  -6.69  -0.48
C  1.75  -6.66  0.39
C  2.62  -7.74  0.91
C  3.61  -7.05  1.86
C  3.23  -5.61  1.82
C  3.72  -4.52  2.50
C  3.15  -3.28  2.23
C  2.15  -3.04  1.28
P  1.82  -1.23  1.09
C  3.41  -0.62  0.37
C  3.42  -0.05  -1.01
C  4.77  0.27  -1.53
C  5.89  0.21  -0.75
C  5.79  -0.19  0.58
C  4.56  -0.61  1.11
C  1.84  -0.61  2.80
C  2.28  0.69  3.05
C  2.21  1.23  4.32
C  1.68  0.48  5.36
C  1.23  -0.81  5.12
C  1.29  -1.35  3.85
C  1.58  -4.16  0.60
C  2.16  -5.42  0.92
H  -0.82  -4.03  -3.45
H  -2.85  -5.09  -4.37
H  -5.41  -6.05  -2.93
H  -5.82  -4.70  -3.94
H  -6.80  -5.15  -1.23
H  -7.11  -3.75  -2.21
H  -6.50  -2.83  0.68
H  -4.63  -1.57  1.58
H  -2.58  -0.71  4.02
H  -2.40  -2.36  5.79
H  -1.54  -4.62  5.33
H  -0.85  -5.22  3.03
H  -1.09  -3.60  1.22
H  -2.52  0.92  -0.87
H  -4.05  2.87  -1.04
H  -5.58  3.39  0.83
H  -5.55  2.02  2.87
H  -4.02  0.14  3.07
H  -0.73  -5.50  -1.52
H  0.33  -7.61  -0.90
H  3.12  -8.27  0.09
H  2.03  -8.50  1.43
H  4.65  -7.19  1.55
H  3.55  -7.43  2.87
H  4.50  -4.61  3.24
H  3.51  -2.45  2.82
H  2.87  0.90  -0.95
H  4.84  0.62  -2.55
H  6.85  0.49  -1.15
H  6.66  -0.21  1.22
H  4.56  -0.92  2.14
H  2.71  1.28  2.25
H  2.56  2.23  4.51
H  1.63  0.89  6.36
H  0.83  -1.39  5.94
H  0.93  -2.35  3.68
N  -0.23  3.40  0.22
P  0.82  2.45  -0.72
C  2.35  3.45  -0.62
C  2.34  4.71  -1.23
C  3.44  5.55  -1.10
C  4.56  5.14  -0.39
C  4.57  3.89  0.21
C  3.47  3.06  0.11
C  0.21  2.81  -2.39
C  1.10  2.82  -3.47
C  0.64  3.09  -4.75
C  -0.71  3.33  -4.96
C  -1.60  3.30  -3.90
C  -1.14  3.04  -2.62
C  -0.58  3.06  1.51
C  -1.03  4.02  2.42
C  -1.41  3.63  3.68
C  -1.32  2.28  4.02
C  -0.85  1.39  3.08
N  -0.50  1.77  1.85
H  -0.29  4.39  0.01
H  1.48  5.03  -1.80
H  3.42  6.52  -1.57
H  5.41  5.79  -0.31
H  5.44  3.57  0.77
H  3.49  2.11  0.62
H  2.16  2.65  -3.31
H  1.33  3.13  -5.58
H  -1.06  3.57  -5.96
H  -2.65  3.50  -4.07
H  -1.82  3.04  -1.78
H  -1.06  5.06  2.12
H  -1.76  4.35  4.39
H  -1.60  1.93  5.00
H  -0.73  0.34  3.31
N  0.84  -0.10  -3.28
C  1.83  -0.32  -4.19
C  2.92  -0.75  -3.51
C  2.52  -0.82  -2.08
N  1.17  -0.37  -2.05
H  -0.10  0.21  -3.51
H  1.69  -0.15  -5.23
H  3.86  -1.06  -3.90
H  2.54  -1.87  -1.78

As for the orbital gap (alpha / beta): 3.54 / 3.52 eV. The total charge is +4.